A 2-piece molecular cluster, C4H13N2 overall. Source: OMol25; level of theory: the ωB97M-V functional and the def2-TZVPD basis.

E_LUMO in eV: -5.32
Relative energy (zero: lowest compared OMol25 entry of this formula, charge and spin) in kJ/mol: 166.9
Total charge: +1
Total energy in eV: -7331.757
Gap between HOMO and LUMO in Eh: 0.3088

```
19
C4H13N2 | OMol25 | the ωB97M-V functional and the def2-TZVPD basis
C 0.9567 -1.2858 -1.8831
N 1.7063 -0.6842 -1.0587
H 1.0286 -2.3569 -2.0395
H 0.2477 -0.7405 -2.5004
H 1.5001 0.2670 -0.7431
H 2.3056 -1.2302 -0.4459
C -1.1328 1.4290 -0.2718
C -0.9084 0.6147 0.9993
C -1.1982 -0.8664 0.8033
N 0.5272 0.7301 1.3638
H -2.0745 1.1795 -0.7471
H -1.1086 2.4924 -0.0479
H -0.3399 1.2364 -1.0064
H -1.5409 1.0272 1.7907
H -1.2196 -1.4249 1.7335
H -2.1560 -1.0115 0.3118
H -0.3783 -1.2301 0.1847
H 0.6693 0.2805 2.2643
H 0.7640 1.7067 1.5189
```

Mulliken atomic charge list, values in e, 6 entries: -0.14 -0.08 0.32 0.31 0.25 0.30

---

A 2-piece molecular cluster, C4H13N2 overall. Source: OMol25; level of theory: the ωB97M-V functional and the def2-TZVPD basis.

E_LUMO (spin up / spin down) in eV: -3.86 / -3.70
Relative energy (zero: lowest compared OMol25 entry of this formula, charge and spin) in kJ/mol: 378.3
Total charge: +1
Total energy in eV: -7329.566
Gap between HOMO and LUMO (spin up / spin down) in Eh: 0.3240 / 0.3101

```
19
C4H13N2 | OMol25 | the ωB97M-V functional and the def2-TZVPD basis
C -2.1618 -0.6310 -0.3076
C 2.0002 -1.4397 -0.3178
C -1.1361 0.0795 0.5711
C 0.0991 0.4929 -0.1684
N -0.0114 1.1059 -1.3968
N 1.0641 1.2500 0.7157
H -2.9859 -0.9760 0.3120
H -1.7195 -1.4932 -0.8019
H -2.5770 0.0364 -1.0596
H 1.7860 -1.8326 -1.2917
H 1.6959 -2.0290 0.5230
H 2.8690 -0.8189 -0.2152
H -1.6100 0.9689 1.0112
H -0.8560 -0.5819 1.3945
H -0.8371 0.8599 -1.9217
H 0.8173 1.1499 -1.9746
H 0.6575 2.1345 1.0751
H 1.3289 0.6560 1.5120
H 1.9111 1.4788 0.1784
```

Mulliken atomic charge list, values in e, 6 entries: -1.39 -0.99 -0.38 0.13 -0.47 -0.28

---

An isolated ion of composition C4H13N2 and charge +1. Source: OMol25; level of theory: the ωB97M-V functional and the def2-TZVPD basis.

SMILES string: CC[C@@](C)(N)[NH3+]
E_LUMO in eV: -3.35
Relative energy (zero: lowest compared OMol25 entry of this formula, charge and spin) in kJ/mol: 172.3
Total charge: +1
Total energy in eV: -7331.702
Gap between HOMO and LUMO in Eh: 0.4157

```
19
C4H13N2 | OMol25 | the ωB97M-V functional and the def2-TZVPD basis
C 1.3763 -0.5374 -1.5169
C -0.0078 -1.1152 1.2526
C -0.0663 -0.1436 -1.0815
C -0.1332 0.1923 0.4109
N 0.7194 1.1670 0.7962
N -1.7461 0.8141 0.5478
H 1.8964 0.3121 -1.8277
H 1.2896 -1.2615 -2.3512
H 2.1007 -1.0348 -0.8989
H -0.8685 -1.1203 1.9296
H 1.0022 -1.0826 1.8015
H 0.0089 -2.0141 0.5899
H -0.5649 0.6262 -1.7727
H -0.6280 -0.9874 -1.2019
H 0.6151 2.0343 0.2653
H 1.0212 1.4121 1.7036
H -1.8252 1.7860 0.9235
H -1.9587 0.9472 -0.4449
H -2.2312 0.0056 0.8748
```

Mulliken atomic charge list, values in e, 6 entries: -1.30 -1.30 -1.10 1.06 -0.53 -0.42

---

A 2-piece molecular cluster, C4H13N2 overall. Source: OMol25; level of theory: the ωB97M-V functional and the def2-TZVPD basis.

E_LUMO in eV: -8.90
Relative energy (zero: lowest compared OMol25 entry of this formula, charge and spin) in kJ/mol: 755.6
Total charge: +1
Total energy in eV: -7325.656
Gap between HOMO and LUMO in Eh: 0.1909

```
19
C4H13N2 | OMol25 | the ωB97M-V functional and the def2-TZVPD basis
C -2.3250 -0.5985 -0.1824
C -1.3102 -0.1017 0.8272
N -0.5504 0.9886 0.2321
C 0.5566 1.4242 1.0645
H -3.0767 -1.2659 0.2473
H -1.7635 -1.1194 -1.0155
H -2.8508 0.1732 -0.7211
H -0.6486 -0.9049 1.2180
H -1.9061 0.2640 1.6683
H -0.1414 0.5315 -0.5909
H 1.2006 2.1612 0.5224
H 0.1406 1.9685 1.9075
H 1.2104 0.5517 1.3129
C 2.0571 -0.4440 -1.3716
N 1.3195 -1.1163 -0.3453
H 3.1517 -0.4534 -1.3570
H 1.5818 -0.4020 -2.3618
H 1.6300 0.4171 -0.7667
H 1.7244 -2.0738 -0.2878
```

Mulliken atomic charge list, values in e, 6 entries: -1.19 -0.20 -0.20 -0.93 0.37 0.27

---

An isolated ion of composition C4H13N2 and charge +2. Source: OMol25; level of theory: the ωB97M-V functional and the def2-TZVPD basis.

E_LUMO (spin up / spin down) in eV: -7.16 / -12.12
Relative energy (zero: lowest compared OMol25 entry of this formula, charge and spin) in kJ/mol: 12.1
Total charge: +2
2S+1: 2
Total energy in eV: -7319.911
Gap between HOMO and LUMO (spin up / spin down) in Eh: 0.5109 / 0.3541

```
19
C4H13N2 | OMol25 | the ωB97M-V functional and the def2-TZVPD basis
N -1.9826 -0.8231 -0.5936
C -0.8549 -0.2216 0.2294
C -1.3810 1.0986 0.7720
C 0.3426 -0.0229 -0.7312
N 1.4902 0.4499 0.0654
C 2.6394 -0.3705 0.3212
H -1.6438 -1.6064 -1.1658
H -2.7186 -1.2070 0.0089
H -2.3963 -0.1182 -1.2111
H -0.6253 -0.9218 1.0296
H -1.3864 1.8885 0.0209
H -0.7548 1.4794 1.5784
H -2.3469 0.9698 1.2633
H 0.6616 -0.9476 -1.2022
H 0.1421 0.7640 -1.4612
H 1.7408 1.4133 -0.1721
H 2.3963 -1.1197 1.0886
H 2.9234 -0.8879 -0.5995
H 3.4394 0.2231 0.7444
```

Mulliken atomic charge list, values in e, 6 entries: -0.31 0.17 -1.44 -0.79 0.06 -0.77

---

An isolated ion of composition C4H13N2 and charge +2. Source: OMol25; level of theory: the ωB97M-V functional and the def2-TZVPD basis.

E_LUMO (spin up / spin down) in eV: -7.44 / -13.55
Relative energy (zero: lowest compared OMol25 entry of this formula, charge and spin) in kJ/mol: 186.4
Total charge: +2
2S+1: 2
Total energy in eV: -7318.104
Gap between HOMO and LUMO (spin up / spin down) in Eh: 0.4805 / 0.2691

```
19
C4H13N2 | OMol25 | the ωB97M-V functional and the def2-TZVPD basis
C -1.3794 -1.8444 0.2208
C -0.9906 -0.3823 0.4359
C 0.6567 -0.2202 0.9449
C 1.6689 0.3862 -0.0381
N 1.3189 1.7211 -0.5390
N -1.2877 0.4858 -0.6456
H -1.2763 -2.4488 1.1127
H -2.3828 -1.7982 -0.2281
H -0.8789 -2.1134 -0.7208
H -1.6334 -0.0228 1.2685
H 0.4205 0.2752 1.8800
H 1.0508 -1.2165 1.1778
H 1.7533 -0.2438 -0.9261
H 2.7160 0.4128 0.3197
H 1.7106 1.9316 -1.4677
H 0.1572 1.6198 -0.6660
H 1.8091 2.4576 -0.0136
H -1.2764 -0.0284 -1.5368
H -2.1566 1.0286 -0.5785
```

Mulliken atomic charge list, values in e, 6 entries: -1.30 0.28 -0.59 -0.71 -0.27 -0.47

---

Please write out number 6 again, unchanged.
An isolated ion of composition C4H13N2 and charge +2. Source: OMol25; level of theory: the ωB97M-V functional and the def2-TZVPD basis.

E_LUMO (spin up / spin down) in eV: -7.44 / -13.55
Relative energy (zero: lowest compared OMol25 entry of this formula, charge and spin) in kJ/mol: 186.4
Total charge: +2
2S+1: 2
Total energy in eV: -7318.104
Gap between HOMO and LUMO (spin up / spin down) in Eh: 0.4805 / 0.2691

```
19
C4H13N2 | OMol25 | the ωB97M-V functional and the def2-TZVPD basis
C -1.3794 -1.8444 0.2208
C -0.9906 -0.3823 0.4359
C 0.6567 -0.2202 0.9449
C 1.6689 0.3862 -0.0381
N 1.3189 1.7211 -0.5390
N -1.2877 0.4858 -0.6456
H -1.2763 -2.4488 1.1127
H -2.3828 -1.7982 -0.2281
H -0.8789 -2.1134 -0.7208
H -1.6334 -0.0228 1.2685
H 0.4205 0.2752 1.8800
H 1.0508 -1.2165 1.1778
H 1.7533 -0.2438 -0.9261
H 2.7160 0.4128 0.3197
H 1.7106 1.9316 -1.4677
H 0.1572 1.6198 -0.6660
H 1.8091 2.4576 -0.0136
H -1.2764 -0.0284 -1.5368
H -2.1566 1.0286 -0.5785
```

Mulliken atomic charge list, values in e, 6 entries: -1.30 0.28 -0.59 -0.71 -0.27 -0.47

---

Q: What is the relative energy (zero: lowest compared OMol25 entry of this formula, charge and spin) in the third record?
A: 172.3 kJ/mol

---

Q: Which value of relative energy (zero: lowest compared OMol25 entry of this formula, charge and spin) does entry 6 give?
A: 186.4 kJ/mol

---

Copy entry 1 word for word.
A 2-piece molecular cluster, C4H13N2 overall. Source: OMol25; level of theory: the ωB97M-V functional and the def2-TZVPD basis.

E_LUMO in eV: -5.32
Relative energy (zero: lowest compared OMol25 entry of this formula, charge and spin) in kJ/mol: 166.9
Total charge: +1
Total energy in eV: -7331.757
Gap between HOMO and LUMO in Eh: 0.3088

```
19
C4H13N2 | OMol25 | the ωB97M-V functional and the def2-TZVPD basis
C 0.9567 -1.2858 -1.8831
N 1.7063 -0.6842 -1.0587
H 1.0286 -2.3569 -2.0395
H 0.2477 -0.7405 -2.5004
H 1.5001 0.2670 -0.7431
H 2.3056 -1.2302 -0.4459
C -1.1328 1.4290 -0.2718
C -0.9084 0.6147 0.9993
C -1.1982 -0.8664 0.8033
N 0.5272 0.7301 1.3638
H -2.0745 1.1795 -0.7471
H -1.1086 2.4924 -0.0479
H -0.3399 1.2364 -1.0064
H -1.5409 1.0272 1.7907
H -1.2196 -1.4249 1.7335
H -2.1560 -1.0115 0.3118
H -0.3783 -1.2301 0.1847
H 0.6693 0.2805 2.2643
H 0.7640 1.7067 1.5189
```

Mulliken atomic charge list, values in e, 6 entries: -0.14 -0.08 0.32 0.31 0.25 0.30